(1)
# C51H30BaN8O2P

A molecular structure, C51H30BaN8O2P (wB97M-V/def2-TZVPD, the OMol25 dataset).

Last column: Mulliken charge in e.
Geometry (Å):
Ba: 0.057 0.049 0.369  2.493
C: -3.755 3.418 -4.729  -0.555
C: -3.981 4.370 -3.729  -0.546
C: -3.406 4.247 -2.480  -0.177
C: -2.575 3.159 -2.248  0.341
C: -1.900 2.664 -1.045  -0.680
N: -2.019 3.251 0.155  -0.581
C: -1.916 2.680 1.344  -0.134
C: -2.221 3.333 2.630  0.294
C: -2.481 4.650 2.978  -0.185
C: -2.779 4.926 4.300  -0.581
C: -2.829 3.913 5.257  -0.563
C: -2.584 2.594 4.917  -0.178
C: -2.274 2.311 3.596  0.157
C: -2.002 1.046 2.887  -0.190
N: -2.195 -0.171 3.397  -0.537
C: -2.099 -1.336 2.759  -0.327
N: -1.513 -1.620 1.583  -0.053
C: -1.728 -2.883 1.178  -0.457
N: -1.421 -3.449 0.013  -0.515
C: -1.108 -2.821 -1.122  -0.135
N: -1.065 -1.500 -1.353  -0.802
C: -1.060 -1.197 -2.671  -0.605
N: -1.287 -0.027 -3.245  -0.348
C: -1.544 1.139 -2.640  -0.580
N: -1.299 1.507 -1.370  0.544
C: -2.348 2.199 -3.254  0.116
C: -2.949 2.319 -4.502  -0.206
C: -1.016 -2.474 -3.399  0.546
C: -1.037 -2.781 -4.752  0.002
C: -1.030 -4.116 -5.113  -0.715
C: -1.019 -5.126 -4.150  -0.634
C: -1.029 -4.828 -2.799  0.059
C: -1.025 -3.491 -2.430  0.077
C: -2.528 -3.542 2.224  0.227
C: -3.092 -4.805 2.317  -0.191
C: -3.876 -5.083 3.422  -0.561
C: -4.108 -4.120 4.406  -0.563
C: -3.563 -2.852 4.311  -0.170
C: -2.762 -2.571 3.215  0.220
N: -1.754 1.368 1.611  -0.442
H: -4.237 3.542 -5.691  0.396
H: -4.633 5.208 -3.943  0.383
H: -3.597 4.965 -1.693  0.522
H: -2.450 5.430 2.229  0.520
H: -2.981 5.945 4.604  0.389
H: -3.067 4.170 6.282  0.385
H: -2.628 1.800 5.649  0.516
H: -2.788 1.564 -5.258  0.532
H: -1.055 -1.991 -5.491  0.518
H: -1.038 -4.390 -6.161  0.395
H: -1.014 -6.159 -4.474  0.395
H: -1.041 -5.602 -2.046  0.518
H: -2.923 -5.537 1.539  0.533
H: -4.330 -6.061 3.527  0.383
H: -4.736 -4.375 5.250  0.378
H: -3.752 -2.093 5.058  0.529
O: 3.495 0.397 2.660  -0.790
C: 3.342 0.029 1.500  -0.193
O: 2.309 -0.495 0.990  -0.518
C: 4.477 0.206 0.481  0.573
C: 5.760 0.253 1.016  -0.800
C: 6.878 0.393 0.217  -0.513
C: 6.713 0.525 -1.150  -0.744
C: 5.440 0.501 -1.693  -0.680
C: 4.305 0.331 -0.905  0.469
P: 2.640 0.216 -1.748  1.141
C: 2.668 -1.517 -2.333  1.291
C: 2.357 -1.892 -3.633  -0.165
C: 2.328 -3.230 -3.993  -0.971
C: 2.588 -4.211 -3.050  -0.624
C: 2.868 -3.843 -1.744  -0.861
C: 2.912 -2.509 -1.385  -0.543
C: 2.892 1.236 -3.242  0.356
C: 2.354 2.514 -3.175  -1.087
C: 2.473 3.394 -4.237  -0.660
C: 3.113 2.999 -5.397  -0.563
C: 3.635 1.715 -5.491  -0.875
C: 3.525 0.843 -4.422  -0.032
H: 5.843 0.177 2.093  0.479
H: 7.871 0.408 0.648  0.380
H: 7.570 0.651 -1.801  0.419
H: 5.341 0.624 -2.759  0.306
H: 2.090 -1.146 -4.373  0.620
H: 2.075 -3.498 -5.012  0.362
H: 2.554 -5.256 -3.328  0.395
H: 3.045 -4.601 -0.992  0.433
H: 3.115 -2.235 -0.361  0.114
H: 1.819 2.826 -2.285  0.262
H: 2.047 4.386 -4.158  0.413
H: 3.192 3.681 -6.234  0.383
H: 4.127 1.388 -6.399  0.403
H: 3.928 -0.158 -4.510  0.663

## Properties
relative energy (zero: lowest compared OMol25 entry of this formula, charge and spin)	113.7	kJ/mol
max |F|	0.0273	Eh/bohr
total charge	-1
total energy	-79379.4003	eV
HOMO-LUMO gap	4.80	eV

***

(2)
# C51H36FeN4O5S4

A molecular structure, C51H36FeN4O5S4 (wB97M-V/def2-TZVPD, the OMol25 dataset).

Last column: Mulliken charge in e.
Geometry (Å):
Fe: -1.048 0.378 1.444  -0.470
C: 3.801 3.151 9.552  -0.849
O: 4.247 3.062 8.223  -0.459
C: 3.335 2.626 7.289  1.089
C: 2.038 2.240 7.593  -0.628
C: 1.197 1.812 6.568  -0.676
C: 1.617 1.770 5.246  -0.802
C: 2.933 2.153 4.967  0.030
C: 3.782 2.575 5.973  -0.893
C: 0.719 1.289 4.158  1.601
C: 1.048 0.094 3.541  0.483
C: 2.080 -0.813 3.996  -1.348
C: 1.903 -1.970 3.328  -1.637
C: 0.786 -1.772 2.423  0.754
N: 0.315 -0.509 2.552  0.147
C: 0.349 -2.728 1.495  0.604
C: -0.475 -2.404 0.420  0.464
C: -0.767 -3.236 -0.730  -1.192
C: -1.326 -2.431 -1.654  -1.143
C: -1.496 -1.128 -1.034  0.376
C: -2.237 -0.080 -1.585  0.514
C: -2.142 0.185 -3.041  0.631
C: -1.104 -0.395 -3.787  -0.026
C: -0.904 -0.092 -5.123  -0.788
C: -1.714 0.836 -5.753  0.302
O: -1.489 1.179 -7.081  -0.515
C: -0.492 2.180 -7.209  -0.798
C: -2.712 1.469 -5.034  -1.027
C: -2.909 1.158 -3.698  -0.503
C: -3.038 0.718 -0.719  0.475
N: -2.703 0.974 0.562  0.526
C: -3.704 1.738 1.103  -0.252
C: -3.599 2.428 2.305  0.409
C: -4.752 3.281 2.716  -0.631
C: -4.865 4.600 2.276  0.346
C: -5.902 5.413 2.699  -0.837
C: -6.858 4.912 3.573  0.878
O: -7.867 5.773 3.944  -0.482
C: -8.533 5.477 5.151  -0.887
C: -6.780 3.597 4.006  -0.516
C: -5.726 2.797 3.578  -0.053
C: -2.470 2.435 3.122  0.471
C: -2.250 3.324 4.230  -1.423
C: -1.000 3.066 4.694  -1.249
C: -0.477 1.983 3.901  0.278
N: -1.375 1.637 2.944  0.306
C: -4.771 1.866 0.152  -1.159
C: -4.353 1.253 -0.986  -1.471
N: -1.024 -1.175 0.237  0.621
C: 0.849 -4.115 1.660  -1.022
C: 1.541 -4.798 0.654  -0.445
C: 1.979 -6.097 0.831  -0.822
C: 1.747 -6.755 2.034  1.080
O: 2.221 -8.043 2.123  -0.460
C: 1.977 -8.725 3.328  -0.836
C: 1.084 -6.095 3.059  -0.649
C: 0.644 -4.790 2.859  -0.468
H: 4.644 3.515 10.136  0.248
H: 3.491 2.176 9.943  0.317
H: 2.964 3.851 9.651  0.329
H: 1.666 2.257 8.608  0.333
H: 0.190 1.494 6.809  0.529
H: 3.294 2.111 3.947  0.131
H: 4.799 2.868 5.747  0.462
H: 2.837 -0.582 4.728  0.481
H: 2.498 -2.867 3.395  0.509
H: -0.536 -4.280 -0.855  0.587
H: -1.660 -2.707 -2.641  0.644
H: -0.370 -1.017 -3.296  0.044
H: -0.076 -0.536 -5.662  0.464
H: -0.329 2.334 -8.275  0.255
H: 0.442 1.870 -6.734  0.330
H: -0.819 3.119 -6.749  0.290
H: -3.311 2.232 -5.517  0.415
H: -3.646 1.724 -3.156  0.404
H: -4.116 4.986 1.595  0.508
H: -5.983 6.440 2.365  0.387
H: -9.089 6.371 5.427  0.252
H: -7.822 5.228 5.944  0.386
H: -9.238 4.647 5.037  0.293
H: -7.528 3.186 4.672  0.329
H: -5.657 1.771 3.918  0.494
H: -2.948 4.065 4.588  0.435
H: -0.480 3.565 5.496  0.540
H: -5.711 2.369 0.324  0.479
H: -4.916 1.124 -1.895  0.669
H: 1.789 -4.278 -0.263  0.659
H: 2.526 -6.609 0.050  0.407
H: 2.396 -9.722 3.208  0.245
H: 0.905 -8.806 3.535  0.327
H: 2.463 -8.231 4.176  0.320
H: 0.894 -6.573 4.010  0.333
H: 0.110 -4.287 3.656  0.463
O: 5.193 1.673 1.895  -0.733
C: 4.218 1.378 1.220  0.702
S: 2.700 2.249 1.248  -0.174
C: 1.784 1.233 0.135  -0.524
C: 2.454 0.214 -0.452  0.545
S: 1.970 -0.960 -1.639  -0.468
S: 4.138 0.033 0.093  -0.263
S: 0.108 1.727 -0.053  -0.355

## Properties
max |F|	0.0089	Eh/bohr
total charge	-2
total energy	-147399.2482	eV
HOMO-LUMO gap (alpha / beta)	4.16 / 4.16	eV